[1]
Density functional theory data (wB97M-V/def2-TZVPD) for one molecule with the formula C3H4S2 in a non-equilibrium geometry.

Structure (ORCA input):
```
! RIJCOSX wB97M-V def2-TZVPD def2/J DEFGRID3
* xyz 0 1
C -1.33384 0.21302 -0.07765
C 1.74556 0.43901 0.03872
C -0.57262 -0.91592 0.07936
S -2.99462 0.19804 0.00281
S 1.10877 -1.07629 -0.03840
H -0.85086 1.15809 -0.30673
H 1.15860 1.32395 0.19094
H 2.80251 0.52551 -0.12335
H -1.06350 -1.86542 0.23431
*
```

For the energy above the lowest of the compared OMol25 structures with the same formula, charge and spin, the calculation gives 205.22 kJ/mol. The value obtained for the molecular weight is 104.20 Da. As for the strongest force on any atom: 2.29 eV/Å.

***

[2]
Density functional theory data (wB97M-V/def2-TZVPD) for C9H6AuCl2InN2O4 as an isolated structure in a non-equilibrium geometry.

Structure (ORCA input):
```
! RIJCOSX wB97M-V def2-TZVPD def2/J DEFGRID3
* xyz 4 3
Au 0.06457 0.61338 -6.17142
In -0.33074 0.50346 -1.60849
Cl -0.05256 1.36317 -4.00913
Cl 2.00349 0.08930 -1.54888
C -0.54461 -0.99358 0.53773
C -0.25796 1.19633 -8.03957
C 0.52665 -0.67680 -7.60844
O -0.63451 -1.48762 1.55982
O -0.51176 1.62688 -9.08711
O 0.82287 -1.52284 -8.34630
N 1.86649 2.33029 5.52310
C 1.82274 1.64115 4.34909
O 2.61307 0.73108 4.08113
C 0.83149 2.08471 3.33074
C -0.10170 3.12761 3.51612
C -1.00177 3.45315 2.49426
C -0.94560 2.70948 1.30022
N -0.07429 1.71944 1.13454
C 0.79706 1.39448 2.08856
H 2.51793 2.00240 6.21350
H 1.13518 2.93029 5.83964
H -0.14292 3.71878 4.44312
H -1.74568 4.24990 2.57670
H -1.61779 2.90624 0.46138
H 1.47714 0.57053 1.84629
*
```

The calculation puts the calculated total energy at -54458.8882 eV. The value obtained for the molecular weight is 588.85 Da. As for the strongest force on any atom: 9.30 eV/Å. The expectation value of S² is 2.032.

***

[3]
Density functional theory data (wB97M-V/def2-TZVPD) for C20H35N8PmS as an isolated structure in a non-equilibrium geometry.

Structure (ORCA input):
```
! RIJCOSX wB97M-V def2-TZVPD def2/J DEFGRID3
* xyz 2 5
Pm -0.07234 -0.21494 0.14906
C -1.52973 3.32446 0.23389
C -1.96952 2.59822 -1.03724
N -2.14775 1.13025 -0.89452
C -3.47908 0.74725 -0.36372
C -3.39496 0.21074 1.05562
N -2.46417 -0.93373 1.09945
C -2.57798 -1.69668 2.36707
C -1.93286 -1.02851 3.57828
C -0.43878 -1.29189 3.70806
N 0.40069 -0.53378 2.74934
C 0.84329 0.78945 3.25312
C 0.11520 1.95123 2.59073
N 0.42815 1.99947 1.14373
C -0.02792 3.26583 0.51616
H -2.10257 2.97906 1.09789
H -1.78066 4.37747 0.10010
H -1.21595 2.76831 -1.80717
H -2.90347 3.04523 -1.38757
H -2.10318 0.76912 -1.84283
H -3.90208 -0.03128 -1.00232
H -4.16350 1.59708 -0.38785
H -4.39651 -0.08713 1.38136
H -3.04134 0.99077 1.73258
H -2.79885 -1.57834 0.38357
H -2.11043 -2.66976 2.20364
H -3.63532 -1.87142 2.58588
H -2.41377 -1.44067 4.46644
H -2.13331 0.04584 3.59094
H -0.25869 -2.35538 3.53927
H -0.12603 -1.06824 4.73151
H 1.25194 -1.07738 2.64107
H 1.90850 0.90170 3.04295
H 0.71134 0.86009 4.33472
H 0.42534 2.87798 3.08290
H -0.96415 1.84739 2.72214
H 1.44912 2.02342 1.08267
H 0.51420 3.38777 -0.42308
H 0.24123 4.10858 1.15902
N 0.75212 -3.15005 -1.20191
C -0.01727 -2.34543 -0.88530
C 5.20809 -3.22381 2.49827
N 4.49081 -2.04175 2.04140
C 3.53078 -2.04943 1.12104
N 3.16176 -3.19812 0.58587
S 2.84185 -0.53106 0.69200
H 5.79561 -2.95791 3.37135
H 5.88152 -3.60841 1.72981
H 4.50474 -4.00504 2.78921
H 4.81448 -1.13879 2.34378
H 3.68341 -4.04128 0.77090
H 2.44684 -3.24248 -0.13651
N 0.60422 0.73786 -2.02039
C 0.59373 0.64748 -3.17101
C 0.51291 0.50699 -4.57438
C -0.28159 -0.54807 -5.05396
C -0.45244 -0.69964 -6.41456
C 0.16415 0.18534 -7.29273
C 0.96583 1.21504 -6.81667
C 1.14882 1.38360 -5.45784
H -0.73679 -1.23863 -4.35493
H -1.06284 -1.50774 -6.79279
H 0.02074 0.06457 -8.35804
H 1.44961 1.88877 -7.50996
H 1.77483 2.18040 -5.07946
*
```

For the energy above the lowest of the compared OMol25 structures with the same formula, charge and spin, the calculation gives 12.75 kJ/mol. The value obtained for the molecular weight is 564.62 Da. As for the strongest force on any atom: 1.14 eV/Å. The expectation value of S² is 6.004.

***

[4]
Density functional theory data (wB97M-V/def2-TZVPD) for a 2-piece molecular cluster, C19H31F3N3O3 overall in a non-equilibrium geometry.

Structure (ORCA input):
```
! RIJCOSX wB97M-V def2-TZVPD def2/J DEFGRID3
* xyz 1 1
C -1.79521 2.35546 4.78826
C -1.15067 2.83115 3.89766
C -0.67032 3.54140 2.70705
C -0.26088 2.60872 1.53737
C -1.05711 1.27975 1.45608
C -1.50041 1.04783 0.01934
C -0.64650 0.54051 -0.94490
C -1.13069 0.39595 -2.25815
N -0.26885 -0.07129 -3.24517
C -2.43508 0.77283 -2.53412
N -3.24063 1.25461 -1.57083
C -4.63167 1.69133 -1.89446
C -4.57915 3.17839 -2.36855
O -5.34278 3.37830 -3.53494
C -5.01082 4.15080 -1.27022
F -4.18142 4.12668 -0.20770
F -5.01106 5.39665 -1.75417
F -6.24861 3.85391 -0.83508
C -2.80465 1.39566 -0.31124
H -2.40330 1.88684 5.52777
H -1.40410 4.25990 2.33908
H 0.21592 4.11217 3.00336
H -0.45465 3.16309 0.61222
H 0.81212 2.40705 1.52268
H -1.96386 1.28750 2.06424
H -0.44975 0.43639 1.79128
H 0.37148 0.26514 -0.68818
H 0.39141 -0.75402 -2.88598
H -0.77578 -0.41717 -4.05055
H -2.84974 0.71014 -3.53431
H -5.19569 1.57860 -0.97008
H -4.98970 1.04927 -2.69558
H -3.54665 3.40055 -2.65053
H -6.27355 3.37917 -3.26515
H -3.47701 1.78499 0.44078
C 6.24046 -2.97227 1.36192
O 5.38578 -4.00595 0.90426
C 4.43924 -4.44156 1.87339
C 3.03242 -4.10449 1.42351
N 2.80510 -2.66186 1.45640
C 1.56073 -2.24087 0.83014
C 1.41665 -2.45382 -0.67632
O 2.28575 -1.65472 -1.46083
C 3.57215 -2.21234 -1.71255
H 6.97902 -2.78568 0.58434
H 5.68670 -2.04510 1.54724
H 6.76342 -3.26982 2.27461
H 4.65000 -4.01750 2.85873
H 4.52981 -5.52834 1.95120
H 2.31420 -4.59542 2.08585
H 2.90218 -4.51439 0.41335
H 3.57499 -2.19900 0.99014
H 1.45629 -1.16724 1.02527
H 0.72588 -2.73583 1.33707
H 0.40395 -2.13381 -0.95406
H 1.48761 -3.50897 -0.95878
H 3.53971 -3.30193 -1.76542
H 4.29140 -1.89896 -0.95422
H 3.91592 -1.82839 -2.67254
*
```

The calculation puts the calculated total energy at -38962.3557 eV. The value obtained for the molecular weight is 406.47 Da. As for the strongest force on any atom: 1.15 eV/Å.

***

[5]
Density functional theory data (wB97M-V/def2-TZVPD) for C4H20BClCuN8O4 as an isolated structure in a non-equilibrium geometry.

Structure (ORCA input):
```
! RIJCOSX wB97M-V def2-TZVPD def2/J DEFGRID3
* xyz 0 2
Cu 7.14622 5.71086 -9.81889
B 7.39686 5.84510 -12.02522
H 8.44133 6.10312 -11.94309
H 7.11569 5.91339 -13.06470
H 7.24339 4.92950 -11.47533
H 6.82894 6.58090 -11.47723
Cl 5.22551 3.88879 -9.66964
C 6.96650 5.92695 -6.57264
O 7.24306 5.34390 -7.67199
N 7.88200 6.33678 -5.74457
N 5.81703 5.92693 -6.00693
H 7.72244 5.90655 -4.84482
H 8.85760 6.31149 -6.00472
H 5.10931 5.54091 -6.61538
H 5.51316 6.64194 -5.36154
C 9.24739 8.32875 -9.36608
O 8.59117 7.28832 -9.38300
N 10.29703 8.65372 -8.65342
N 9.14552 9.27463 -10.26305
H 10.64232 8.06665 -7.90761
H 10.87149 9.42976 -8.94984
H 9.64065 10.15179 -10.18866
H 8.50716 9.08539 -11.02252
C 5.04130 8.46349 -9.63740
O 5.59259 7.37587 -9.67310
N 5.11685 9.23264 -10.71463
N 4.52609 9.00760 -8.55786
H 5.64672 8.87474 -11.49645
H 4.55127 10.06023 -10.83833
H 4.86173 8.63856 -7.67965
H 3.97011 9.85078 -8.55355
C 9.99344 4.24073 -10.63613
O 9.27437 4.69188 -9.74132
N 9.72957 3.10846 -11.22882
N 10.94072 4.86241 -11.12304
H 9.21930 2.44614 -10.66221
H 9.65604 2.99584 -12.22982
H 11.26503 5.66811 -10.60751
H 11.60462 4.33751 -11.67423
*
```

For the energy above the lowest of the compared OMol25 structures with the same formula, charge and spin, the calculation gives 406.91 kJ/mol. The value obtained for the molecular weight is 354.07 Da. As for the strongest force on any atom: 8.65 eV/Å. The expectation value of S² is 0.754.

***

- Among the records above, which one has the highest strongest force on any atom?
  C9H6AuCl2InN2O4

***

- Which of these has the highest strongest force on any atom?
  C9H6AuCl2InN2O4

***

- Look up the strongest force on any atom of the fourth one.
  1.15 eV/Å

***

- The highest strongest force on any atom belongs to which entry?
  C9H6AuCl2InN2O4